i) Molecular formula: C3H12N2O
Method: DFT, wB97M-V/def2-TZVPD

Results
gap between HOMO and LUMO: 0.3450 Eh
HOMO energy: -8.727 eV
net charge: 0
LUMO energy: 0.66 eV
SMILES: CCNCN.O

Cartesian coordinates (Å):
N (0.28228, 0.90748, 0.51541)
H (0.12522, 0.68751, 2.53129)
O (2.67758, -0.44404, -1.06687)
N (-0.15116, -1.19958, 1.81914)
H (-1.96883, 0.16902, -2.00535)
H (-1.03321, -1.68589, 1.79431)
H (0.17611, -0.64939, -0.95046)
H (-2.06462, 1.32125, -0.75356)
C (-0.33176, 0.26510, 1.63383)
H (3.13635, 0.34921, -1.37595)
H (-1.38688, 0.50797, 1.71715)
H (2.15340, -0.79875, -1.78918)
C (-0.11114, 0.40290, -0.81193)
H (0.43912, 1.04349, -1.49620)
H (1.28903, 0.81928, 0.51849)
H (0.43613, -1.58739, 1.09058)
C (-1.62066, 0.34739, -0.98493)
H (-2.04697, -0.45555, -0.38578)



ii) Molecular formula: C3H12N2O
Method: DFT, wB97M-V/def2-TZVPD

Results
gap between HOMO and LUMO: 0.3289 Eh
HOMO energy: -8.184 eV
net charge: 0
LUMO energy: 0.77 eV
SMILES: CCNCN.O

Cartesian coordinates (Å):
H (-0.68616, 1.94969, -0.04146)
H (1.87794, -1.80533, 1.07758)
H (-1.02275, -1.46498, 1.21071)
H (2.24767, 1.03978, -3.54865)
N (1.00741, -1.54432, 1.55879)
H (-2.84859, 1.29311, -0.42271)
H (-0.07876, -0.10726, -1.00686)
O (2.11897, 0.72319, -2.65118)
H (-0.62102, 1.18582, 1.59945)
H (0.01553, -2.07332, -0.15975)
C (-2.45864, 0.86878, 0.49596)
H (-2.65060, -0.17656, 0.68030)
N (-0.15574, -0.04297, -0.02025)
H (2.89334, 0.79099, -2.11900)
C (-0.10397, -1.33062, 0.62930)
H (1.31099, -0.60395, 1.84507)
C (-0.87986, 1.06190, 0.55276)
H (-2.84684, 1.52838, 1.27922)



iii) Molecular formula: C3H12N2O
Method: DFT, wB97M-V/def2-TZVPD

Results
gap between HOMO and LUMO: 0.3525 Eh
HOMO energy: -8.814 eV
net charge: 0
LUMO energy: 0.78 eV
SMILES: NCCCN.O

Cartesian coordinates (Å):
H (-0.89115, -0.79041, 2.84106)
H (-1.80691, 0.47168, 1.02812)
C (-1.29072, -1.69873, 1.01931)
H (0.48528, 1.08756, -1.81351)
H (-0.47928, -2.48639, 0.62755)
C (-1.04609, -0.17688, 0.43447)
H (-0.86422, -1.05266, -1.52491)
H (-0.01154, -0.00830, 0.58685)
C (-1.18407, -0.07943, -1.07350)
H (-0.87280, 2.02688, -1.49853)
H (-1.90399, -2.15912, 2.96108)
N (-1.08283, -1.78059, 2.52465)
H (-2.20050, 0.08770, -1.23172)
H (3.82550, 2.71586, -0.51320)
O (4.28363, 2.13673, -1.16310)
N (-0.50808, 1.06574, -1.72376)
H (4.99506, 1.76812, -0.67448)
H (-2.28279, -2.02058, 0.62861)



Taking the most stable structure as the zero point, the relative energies in eV are i) 0.000; ii) 0.186; iii) 0.746.



i) Molecular formula: C3H12N2O
Method: DFT, wB97M-V/def2-TZVPD

Results
gap between HOMO and LUMO: 0.3675 Eh
HOMO energy: -9.266 eV
net charge: 0
LUMO energy: 0.73 eV
SMILES: C=C.NCO.N

Cartesian coordinates (Å):
H (1.39859, -4.43164, 0.33229)
H (2.72007, -3.99526, 1.55882)
N (1.38828, 0.25661, -2.61526)
H (0.02936, 2.02424, 0.88006)
C (1.80688, -3.72552, 1.04726)
H (0.92526, 1.07102, -2.94404)
H (-2.78071, 3.52441, 0.24126)
H (1.58455, -1.83189, 1.90558)
O (-3.06981, 2.63561, 0.00500)
H (1.89044, -0.11710, -3.41266)
N (-0.84836, 2.50226, 0.89737)
H (-0.85205, 3.45590, 0.59810)
H (-1.75389, 1.15256, -0.43634)
H (0.09762, -2.38074, 1.07721)
H (0.84396, -0.47628, -2.20567)
C (-2.00213, 1.76060, 0.43205)
C (1.10210, -2.65243, 1.38196)
H (-2.48015, 1.22764, 1.25703)



ii) Molecular formula: C3H12N2O
Method: DFT, wB97M-V/def2-TZVPD

Results
gap between HOMO and LUMO: 0.3716 Eh
HOMO energy: -9.452 eV
net charge: 0
LUMO energy: 0.66 eV
SMILES: NCCCN.O

Cartesian coordinates (Å):
H (0.81409, -1.48886, 1.24959)
H (1.50889, -0.24769, 0.20000)
N (-0.54511, 0.15659, 2.58531)
C (0.57261, -0.69198, 0.56047)
H (-0.92761, -1.82316, -0.28674)
C (-0.04408, -1.30957, -0.65808)
H (-0.43639, -0.62206, -1.41636)
H (0.31162, 1.36426, 1.00499)
H (0.32295, -0.14552, 3.03446)
O (-1.24105, 2.90466, -2.04473)
C (-0.26818, 0.45277, 1.17342)
H (1.68512, -1.71178, -1.69715)
H (-0.57598, 1.06099, 3.05978)
H (0.48583, -2.59059, -2.14108)
H (-0.53956, 3.13719, -2.65141)
N (0.92142, -2.24244, -1.28786)
H (-1.13492, 0.54874, 0.51968)
H (-0.90963, 3.24845, -1.20429)



Taking the most stable structure as the zero point, the relative energies in eV are i) 1.197; ii) 0.000.



i) Molecular formula: C7H6N2O4
Method: DFT, wB97M-V/def2-TZVPD

Results
gap between HOMO and LUMO: 0.3331 Eh
HOMO energy: -9.368 eV
net charge: 0
LUMO energy: -0.30 eV
SMILES: O=[N+]([O-])[C@H]1Oc2cccnc2[C@@H]1O

Cartesian coordinates (Å):
C (-0.85557, 1.06250, -0.45645)
N (1.68996, 0.91458, -0.79526)
O (-0.77805, -1.13614, 0.79772)
H (-1.84085, 0.34565, 1.51545)
C (2.72442, -1.06558, 0.07759)
N (-2.95595, -0.28451, -0.17118)
C (0.52463, 0.37015, -0.34253)
O (-2.85169, -0.58365, -1.33133)
H (1.40926, -2.37327, 1.24819)
H (-1.28671, 1.10367, -1.45213)
C (1.52627, -1.59284, 0.56095)
H (3.69936, -1.54497, 0.20948)
O (-0.72085, 2.27942, 0.15782)
C (2.72687, 0.17090, -0.52633)
C (0.40740, -0.79883, 0.31153)
H (3.73204, 0.56848, -0.80117)
O (-3.95174, -0.29873, 0.51626)
C (-1.64404, 0.09534, 0.48552)
H (-1.55479, 2.76782, -0.00411)



ii) Molecular formula: C7H6N2O4
Method: DFT, wB97M-V/def2-TZVPD

Results
gap between HOMO and LUMO (alpha / beta): 0.2846 / 0.3090 Eh
HOMO energy (alpha / beta): -8.891 / -8.788 eV
net charge: 0
LUMO energy (alpha / beta): -1.15 / -0.38 eV

Cartesian coordinates (Å):
C (1.34918, 1.98341, 0.99633)
O (0.74335, -1.92035, -1.15422)
C (0.50929, 0.81608, 0.80144)
O (0.09535, 0.44577, -2.29829)
O (-0.94438, -1.25918, -3.45439)
H (2.41344, 1.99309, 0.87579)
O (-1.56223, -2.40374, 0.90927)
H (-3.27988, 0.72251, -0.44576)
N (-2.79680, -0.12825, -0.18636)
C (-1.72047, -0.14305, 0.37447)
C (1.23343, -0.63211, 0.71421)
C (-0.96693, -1.53989, 0.35459)
C (-0.37152, -0.45697, -2.83516)
H (2.25089, -0.57445, 0.23859)
H (0.79698, 2.79792, 0.48333)
H (1.32813, 2.11068, 2.02148)
C (-0.81424, 0.77581, 0.89058)
H (1.35405, -1.04516, 1.76603)
N (0.38236, -1.54214, -0.05195)



Taking the most stable structure as the zero point, the relative energies in eV are i) 0.000; ii) 2.124.



i) Molecular formula: C3H4N2OS
Method: DFT, wB97M-V/def2-TZVPD

Results
gap between HOMO and LUMO: 0.3061 Eh
HOMO energy: -8.784 eV
net charge: 0
LUMO energy: -0.46 eV
SMILES: C=NN(C=O)C=S

Cartesian coordinates (Å):
H (1.16877, -1.68676, -0.06876)
H (1.06535, -0.13136, -1.58848)
C (-0.73383, 1.30416, 0.90394)
H (-0.25084, 2.24244, 0.80224)
S (-1.87253, 0.99926, 2.08961)
N (-0.78377, -0.91794, -0.08831)
N (-0.20551, 0.37750, 0.00849)
C (0.08227, -1.87398, -0.04490)
O (1.08229, 1.84925, -1.10595)
C (0.73709, 0.71868, -1.00029)
H (-0.28927, -2.88125, 0.09241)



ii) Molecular formula: C3H4N2OS
Method: DFT, wB97M-V/def2-TZVPD

Results
gap between HOMO and LUMO (alpha / beta): 0.2707 / 0.2763 Eh
HOMO energy (alpha / beta): -7.863 / -8.046 eV
net charge: 0
LUMO energy (alpha / beta): -0.50 / -0.53 eV

Cartesian coordinates (Å):
C (1.05405, 1.64335, 1.25522)
C (-0.36956, 1.29392, 1.38487)
H (-1.19602, 1.53687, 0.70544)
H (-0.53505, 0.68138, 2.28557)
H (-0.35441, -0.84411, -0.53093)
N (1.08097, -1.73825, -2.43261)
O (1.98793, 2.31941, 1.47547)
N (0.65629, 0.52071, 0.72750)
C (0.53386, -0.30656, -0.35919)
H (1.68277, -1.89223, -3.25392)
S (1.67102, -0.53944, -1.59189)



Taking the most stable structure as the zero point, the relative energies in eV are i) 0.000; ii) 2.295.



i) Molecular formula: C3H4N2OS
Method: DFT, wB97M-V/def2-TZVPD

Results
gap between HOMO and LUMO: 0.3441 Eh
HOMO energy: -8.688 eV
net charge: 0
LUMO energy: 0.68 eV
SMILES: Cn1ncoc1=S

Cartesian coordinates (Å):
H (1.60337, 1.71553, -0.61705)
C (0.65167, -0.84999, 0.05385)
C (-1.56918, -1.32198, -0.04344)
H (-0.16700, 2.23630, -0.15922)
O (-0.40336, -1.87448, 0.12622)
C (0.65648, 1.56811, 0.08174)
H (-2.35709, -1.95296, -0.22474)
H (1.04094, 1.35013, 1.17965)
S (2.19963, -1.12260, -0.09750)
N (-0.13231, 0.26001, -0.17415)
N (-1.52316, -0.00806, -0.12536)



ii) Molecular formula: C3H4N2OS
Method: DFT, wB97M-V/def2-TZVPD

Results
gap between HOMO and LUMO (alpha / beta): 0.3118 / 0.3118 Eh
HOMO energy (alpha / beta): -8.075 / -8.075 eV
net charge: 0
LUMO energy (alpha / beta): 0.41 / 0.41 eV

Cartesian coordinates (Å):
C (-1.73431, 1.70173, 0.29481)
C (0.80329, -0.25000, 0.69599)
O (1.09296, -0.84474, 1.82535)
S (-0.65341, 2.87396, 0.46354)
C (1.28594, -0.46426, -0.68038)
H (-2.99375, 0.25553, -0.35013)
H (1.78256, 0.46035, -1.18590)
H (0.58979, -1.76454, -2.04442)
N (0.68005, -1.50288, -1.08095)
H (1.86440, -1.47272, 1.80269)
N (-2.71752, 1.00759, 0.25938)



iii) Molecular formula: C3H4N2OS
Method: DFT, wB97M-V/def2-TZVPD

Results
gap between HOMO and LUMO: 0.3381 Eh
HOMO energy: -9.355 eV
net charge: 0
LUMO energy: -0.16 eV
SMILES: CN1C(=S)N1C=O

Cartesian coordinates (Å):
C (-1.39015, 0.33996, 0.06969)
S (-2.71589, 0.58521, 0.88834)
O (1.90268, 1.48697, -0.73335)
N (-0.51419, -0.59688, -0.42618)
C (0.75642, 1.67247, -0.42679)
H (0.62311, -2.38907, -0.48965)
H (1.29828, -1.10784, 0.66781)
H (0.32885, 2.72014, -0.19394)
N (-0.33245, 0.84389, -0.62269)
C (0.31036, -1.56262, 0.22273)
H (-0.26702, -1.99224, 1.04403)



iv) Molecular formula: C3H4N2OS
Method: DFT, wB97M-V/def2-TZVPD

Results
gap between HOMO and LUMO (alpha / beta): 0.2917 / 0.2917 Eh
HOMO energy (alpha / beta): -9.646 / -9.646 eV
net charge: 0
LUMO energy (alpha / beta): -1.71 / -1.71 eV

Cartesian coordinates (Å):
C (0.97150, 0.68629, -0.50122)
N (1.55273, -0.26263, -1.15899)
H (1.59623, 1.54190, -0.27714)
H (-1.32981, 0.88886, 3.27047)
S (-1.32380, 1.38254, 0.66015)
C (-0.57675, -0.87798, -0.69659)
H (-1.54062, -1.20897, -0.55760)
C (0.58676, -1.22972, -1.30653)
N (-0.34728, 0.42552, -0.20644)
O (-0.57869, 0.70261, 2.63563)
H (0.98974, -2.04843, -1.86174)



Taking the most stable structure as the zero point, the relative energies in eV are i) 0.000; ii) 2.429; iii) 1.343; iv) 0.863.



i) Molecular formula: C3H4N2OS
Method: DFT, wB97M-V/def2-TZVPD

Results
gap between HOMO and LUMO: 0.3340 Eh
HOMO energy: -8.589 eV
net charge: 0
LUMO energy: 0.50 eV

Cartesian coordinates (Å):
H (-2.07920, -0.06273, 1.49396)
O (-0.75257, 1.44053, 0.84260)
H (2.08021, -0.36990, -2.08540)
C (0.83766, 0.76739, -0.75814)
H (0.95376, 1.77725, -1.10417)
C (1.35521, -0.32382, -1.21830)
N (-1.69996, -1.21010, 1.58335)
S (0.58787, -1.79836, -0.63023)
H (-2.12597, -1.94421, 0.95763)
N (-0.15161, 0.52978, 0.19572)
C (-0.37290, -0.73324, 0.35719)



ii) Molecular formula: C3H4N2OS
Method: DFT, wB97M-V/def2-TZVPD

Results
gap between HOMO and LUMO (alpha / beta): 0.2995 / 0.2747 Eh
HOMO energy (alpha / beta): -8.129 / -8.829 eV
net charge: 0
LUMO energy (alpha / beta): 0.02 / -1.35 eV

Cartesian coordinates (Å):
C (-1.77144, 1.34909, 0.08950)
O (-3.06112, -3.07786, 0.07376)
H (0.65987, 0.52941, -0.08363)
H (0.63461, -0.79736, -1.26503)
N (-1.95167, -2.73819, 0.13829)
H (0.42185, -1.15796, 0.46335)
S (-1.57389, -0.25161, -0.52089)
C (-3.02884, 1.90817, 0.10717)
C (0.22992, -0.43584, -0.32562)
N (-4.07901, 2.39181, 0.12695)
H (-1.00338, 1.77051, 0.71825)



iii) Molecular formula: C3H4N2OS
Method: DFT, wB97M-V/def2-TZVPD

Results
gap between HOMO and LUMO: 0.3862 Eh
HOMO energy: -9.984 eV
net charge: 0
LUMO energy: 0.52 eV
SMILES: OCc1nncs1

Cartesian coordinates (Å):
C (-0.81165, 0.61967, -1.07684)
N (1.72328, 0.45539, 1.51949)
C (1.23764, -0.72992, 1.82000)
S (-0.09241, -1.24161, 0.83812)
N (1.09155, 1.03644, 0.47551)
H (-0.27083, 0.96616, -1.92456)
C (0.18731, 0.26388, -0.02789)
O (-1.40399, -0.61491, -1.34861)
H (-1.52202, -0.60552, -2.26106)
H (1.58081, -1.36908, 2.67299)
H (-1.71969, 1.21951, -0.68715)



Taking the most stable structure as the zero point, the relative energies in eV are i) 3.309; ii) 2.600; iii) 0.000.